DFT (the ωB97M-V functional and the def2-TZVPD basis) results for an isolated ion of composition C7H13O and charge -1 at a distorted geometry.

Summary:
SMILES: C/C=C(\C)CCC[O-]
Total charge: -1
Highest occupied orbital energy: -2.2 eV
Energy: -349.7084 Eh
Relative energy (zero: lowest compared OMol25 entry of this formula, charge and spin): 8.4 kcal per mole
E_LUMO: 3.476 eV
Orbital gap: 5.7 eV
Spin multiplicity: 1

```
21
Properties=species:S:1:pos:R:3:forces:R:3:mulliken_charge:R:1
C -2.5466 1.4719 1.1671 0.00 0.48 -0.43 -0.5733
O -2.4572 2.5869 0.4216 0.12 -0.01 0.17 -0.8767
C -1.2734 0.5656 1.0909 0.17 0.84 0.20 -0.3976
C -0.8632 0.3904 -0.3505 -1.08 -0.41 -2.20 -1.0403
C 0.4202 -0.3462 -0.6105 -0.59 0.10 0.56 0.6417
C 1.5515 0.2347 -1.0058 0.58 -0.19 -0.37 -0.0969
C 2.9061 -0.3973 -0.7869 0.23 -0.58 -0.27 -1.1466
C 0.3666 -1.8158 -0.2549 0.82 -0.08 -0.06 -1.4635
H -2.6702 1.6731 2.2662 -0.17 -0.17 0.02 0.2498
H -3.4310 0.8552 0.8465 0.06 -0.36 0.26 0.2047
H -0.4816 1.1417 1.5896 0.03 -0.14 0.08 0.3034
H -1.4245 -0.3665 1.6465 0.03 -0.17 -0.13 0.2593
H -0.9636 1.3338 -0.8989 0.66 0.39 0.68 0.3512
H -1.6849 -0.1223 -0.8966 0.11 -0.46 0.45 0.3009
H 1.5576 1.1920 -1.5174 -0.26 0.28 0.59 0.3766
H 3.0162 -0.6147 0.2806 0.18 0.03 -0.04 0.2696
H 3.0767 -1.3511 -1.3034 -0.33 -0.08 -0.01 0.2757
H 3.7627 0.2018 -1.1044 -0.26 0.35 0.12 0.3421
H -0.6251 -2.1390 0.0466 -0.01 0.13 0.25 0.3950
H 1.1185 -2.0756 0.5006 -0.28 -0.04 0.18 0.2730
H 0.6452 -2.4189 -1.1270 -0.02 0.07 -0.07 0.3520
```
Positions in Å, forces in eV/Å.